22
Properties=species:S:1:pos:R:3:forces:R:3:lowdin_charge:R:1 method="wB97M-V/def2-TZVPD" energy_ev=-14501.549 smiles="CN(N)C(=O)O.CC(C)=O" homo_energy_ev=-9.502 homo_lumo_gap_ev=10.2 molar_mass_g_mol=148.16 max_force_ev_per_a=3.48
C -0.9481 -1.1191 1.4726 0.39 -0.22 -0.22 -0.04
N 0.2163 -0.2816 1.2139 0.16 -0.38 -0.94 -0.18
N 0.2769 1.0056 1.8359 -0.27 0.00 -0.60 0.07
C 1.4564 -0.9340 0.9017 -0.33 -0.52 2.70 -0.57
O 1.5572 -2.1085 0.6001 -0.49 1.55 -0.50 0.09
O 2.4906 -0.1636 1.2867 -0.55 -0.07 -1.03 0.10
H -1.8456 -0.5024 1.5581 0.17 -0.04 -0.08 0.09
H -0.7888 -1.7000 2.3844 -0.21 0.00 0.09 0.09
H -1.0577 -1.8252 0.6461 -0.09 0.09 0.16 0.09
H -0.4588 1.0761 2.5425 0.52 -0.36 0.05 0.11
H -0.0063 1.6909 1.1118 0.17 -0.32 0.28 0.07
H 2.0233 0.6437 1.6021 0.52 0.21 0.32 0.08
C -1.5151 -0.0310 -1.7088 -0.07 -0.60 1.33 -0.03
C -0.4006 0.8199 -1.1615 1.52 1.85 -2.52 -0.45
C 1.0281 0.5788 -1.8826 -1.52 0.24 0.98 0.00
O -0.6255 1.9138 -0.6479 0.19 -1.38 0.14 0.00
H -1.1519 -1.0500 -1.8545 -0.20 0.05 -0.29 0.09
H -2.3315 -0.0455 -0.9805 -0.01 -0.02 -0.17 0.08
H -1.9011 0.4119 -2.6277 0.27 -0.04 -0.04 0.10
H 1.5090 -0.3776 -1.6727 -0.08 0.09 0.26 0.07
H 0.8030 0.5618 -2.9509 -0.08 0.11 -0.03 0.08
H 1.6701 1.4362 -1.6687 -0.02 -0.27 0.09 0.08

***

20
Properties=species:S:1:pos:R:3:forces:R:3:lowdin_charge:R:1 method="wB97M-V/def2-TZVPD" energy_ev=-19191.769 smiles=NC[C@]1(CS)CCN1 homo_energy_ev=-8.750 homo_lumo_gap_ev=9.6 molar_mass_g_mol=132.23 max_force_ev_per_a=5.38
N -2.3991 -0.7398 -0.0597 -0.39 -0.34 -5.35 -0.01
C -0.9684 -1.1424 -0.2557 -1.51 -3.07 -0.75 -0.25
C 0.1990 -0.2463 -0.0911 2.00 3.08 -0.74 -0.47
C 1.4947 -1.0779 -0.0350 0.31 0.86 -0.93 -0.53
S 2.9745 -0.0194 -0.1388 1.30 -1.17 1.41 0.66
C -0.0004 0.8736 0.9661 -1.29 0.40 1.93 -0.18
C -0.2520 1.9222 -0.1301 -2.56 0.33 0.58 -0.24
N 0.4761 1.0429 -1.1069 -1.61 -1.44 -0.63 -0.03
H -2.9583 -0.1939 -0.9177 2.66 -2.09 2.67 0.16
H -2.6075 -0.2057 0.6942 -0.24 1.81 3.02 -0.02
H -0.9706 -1.6369 -1.2797 0.26 0.71 1.04 0.13
H -0.6721 -2.1002 0.4330 -1.20 2.19 -1.14 0.16
H 1.6000 -1.8266 -0.8159 -0.56 0.09 -0.41 0.07
H 1.6637 -1.6193 0.8511 -0.55 -0.56 1.41 0.04
H 3.7468 -0.9003 0.7355 -1.07 1.46 -1.44 -0.08
H 0.7759 1.1651 1.6855 0.66 -0.48 -0.89 0.10
H -0.8401 0.7451 1.7254 0.48 -0.18 -1.29 0.11
H 0.0644 2.9966 0.1532 0.09 -1.71 -1.10 0.12
H -1.4638 1.9853 -0.2656 2.78 -0.09 -0.14 0.12
H 0.1373 0.9778 -2.1480 0.44 0.20 2.74 0.13

***

20
Properties=species:S:1:pos:R:3:forces:R:3:lowdin_charge:R:1 method="wB97M-V/def2-TZVPD" energy_ev=-19191.414 homo_energy_ev=-8.622 homo_lumo_gap_ev=9.3 molar_mass_g_mol=132.23 max_force_ev_per_a=3.58
C -1.0080 1.5783 1.3141 -0.47 0.20 -1.81 -0.09
C -0.2113 1.4760 -0.0703 -2.28 0.92 -1.16 -0.27
N -0.1943 0.0302 -0.5273 1.08 1.39 0.20 -0.55
S -1.7533 -0.4805 -0.9714 0.37 -1.81 2.85 0.77
C 0.7572 -0.6816 0.2980 0.66 1.29 0.23 -0.44
C 0.0601 -1.7356 1.2119 1.48 2.28 1.25 -0.07
N 1.9962 -0.2256 0.3838 -2.43 -2.61 -0.34 -0.01
C 2.6045 0.3301 -0.8208 -1.63 1.40 -2.05 -0.18
H -1.9867 1.0539 1.1380 0.73 0.79 0.09 0.03
H -0.4806 0.9141 1.9614 0.48 0.19 1.19 0.03
H -1.2498 2.6127 1.7175 0.78 -1.35 -0.53 0.09
H 0.7880 1.9354 -0.1533 -0.50 -0.44 0.55 0.08
H -0.8448 1.9833 -0.8781 0.90 -0.41 1.14 0.10
H -1.9975 -1.0343 0.4144 -0.54 0.91 -2.86 -0.06
H -0.0941 -2.6728 0.5674 0.04 1.20 1.60 0.10
H -0.9140 -1.1649 1.5822 1.82 -1.87 -0.62 0.05
H 0.7827 -1.7292 2.1603 -1.59 -0.97 -2.10 0.12
H 2.8723 1.5125 -0.7378 -0.64 -2.88 -0.26 0.11
H 3.5141 -0.2616 -1.0532 -0.34 0.65 0.40 0.06
H 1.8348 0.1040 -1.7711 2.06 1.12 2.21 0.12

***

20
Properties=species:S:1:pos:R:3:forces:R:3:lowdin_charge:R:1 method="wB97M-V/def2-TZVPD" energy_ev=-9842.009 homo_energy_ev=-11.792 homo_lumo_gap_ev=7.3 molar_mass_g_mol=114.17 max_force_ev_per_a=0.58 charge=+1
C 1.7008 -0.3906 -1.8422 0.14 0.31 0.01 -0.22
C 0.4301 -0.0974 -1.5920 -0.17 -0.34 0.38 -0.21
N -0.5208 -1.0652 -1.0732 0.22 0.00 -0.39 0.00
N 2.7198 0.5558 -1.9828 -0.18 -0.08 -0.55 0.05
H 2.0195 -1.4230 -1.8765 0.12 -0.13 0.15 0.12
H 0.0623 0.9157 -1.5833 -0.04 0.24 -0.07 0.11
H -1.3242 -1.1388 -1.6885 -0.12 -0.01 0.04 0.10
H -0.0963 -1.9901 -1.0467 -0.07 0.07 0.03 0.11
H 2.3919 1.4439 -2.3477 0.03 0.00 0.21 0.09
H 3.4761 0.2372 -2.5734 0.06 -0.06 0.12 0.09
C -1.6244 0.3525 2.2294 0.02 0.01 0.06 -0.14
C -2.8547 0.1165 1.8253 -0.21 -0.07 0.02 0.10
C 0.6536 0.5449 1.6524 0.23 -0.01 -0.02 0.16
N -0.5160 0.1453 1.3631 -0.12 0.04 0.36 0.03
H -1.3849 0.7223 3.2148 0.13 0.04 0.05 0.12
H -3.0671 -0.2433 0.8334 -0.06 -0.09 -0.20 0.08
H -3.6900 0.2798 2.4904 0.03 0.02 0.00 0.09
H 1.4684 0.3870 0.9580 -0.04 -0.08 -0.07 0.11
H 0.8294 1.0467 2.5936 0.02 0.09 0.09 0.12
H -0.6734 -0.3993 0.4458 0.01 0.04 -0.20 0.10

***

20
Properties=species:S:1:pos:R:3:forces:R:3:lowdin_charge:R:1 method="wB97M-V/def2-TZVPD" energy_ev=-9841.441 homo_energy_ev=-12.584 homo_lumo_gap_ev=8.2 molar_mass_g_mol=114.17 max_force_ev_per_a=5.55 charge=+1
C -0.0404 2.6879 -0.2176 -0.37 0.00 4.31 0.12
C -0.5655 1.6116 0.4227 2.18 1.55 -0.30 -0.18
C 2.3138 -0.4318 -0.2456 -3.96 -2.38 3.06 -0.34
C -2.6771 -1.5289 -0.2731 2.71 0.88 0.27 0.01
C -1.2154 0.5687 -0.2478 -3.49 -1.88 -1.61 -0.09
N 3.3965 -1.0755 0.1515 4.47 -0.81 -0.42 0.08
N -1.8763 -0.4198 0.3458 1.69 0.56 1.33 0.01
N 1.0805 -0.6101 0.2068 2.06 1.04 -1.13 0.05
H 0.4398 3.4438 0.4928 -0.44 -1.02 -1.56 0.12
H -0.2212 2.9261 -1.2009 -0.17 0.44 -2.20 0.05
H -0.2342 1.4783 1.4357 -0.42 -0.20 0.45 0.11
H 2.4252 0.2422 -1.0063 0.50 1.61 -2.04 0.09
H -3.5350 -1.5743 0.3159 -1.41 -0.79 0.74 0.08
H -2.8761 -1.2189 -1.2382 -0.98 0.96 -1.97 0.06
H -2.1006 -2.4436 -0.4870 -0.10 0.19 1.13 0.11
H -1.5227 0.7153 -1.3434 1.00 -0.42 1.47 0.18
H 4.2630 -0.9293 -0.4858 -2.02 -0.43 1.94 0.15
H 3.5741 -1.6894 1.0046 -0.95 1.32 -1.85 0.15
H -1.6904 -0.4936 1.3950 -0.41 -0.01 -1.97 0.19
H 1.0620 -1.2588 0.9750 0.11 -0.60 0.36 0.04

***

21
Properties=species:S:1:pos:R:3:forces:R:3:lowdin_charge:R:1 method="wB97M-V/def2-TZVPD" energy_ev=-11335.221 homo_energy_ev="-6.371 / -6.370" homo_lumo_gap_ev="7.1 / 7.1" molar_mass_g_mol=128.18 max_force_ev_per_a=1.61
C -1.3078 0.7030 0.2218 0.71 1.02 0.15 -0.25
C -1.4395 1.5722 1.4380 0.10 -0.08 0.10 -0.08
C 0.9298 -0.9315 0.0919 0.65 -0.96 -1.13 -0.46
C -0.1597 -1.7561 -0.0756 -1.06 0.16 0.58 -0.16
N 1.6568 1.3069 0.1911 -0.39 0.23 0.08 0.02
N 2.2001 -1.4040 -0.2205 -0.74 0.82 0.54 0.13
N -1.4246 1.3318 -1.0005 0.56 -0.23 0.09 0.08
C -0.6548 -2.5368 -1.0190 0.32 -0.09 0.15 -0.09
N 0.6753 0.3321 0.4394 -0.81 -0.37 0.08 -0.08
H -1.9238 -0.1858 0.2653 0.74 -0.29 0.04 0.11
H 2.1742 1.4871 1.0457 -0.10 0.08 -0.14 0.08
H 2.3065 1.0888 -0.5606 -0.23 -0.14 -0.05 0.07
H 2.2142 -2.3835 -0.4689 0.44 0.36 0.15 0.10
H 3.0165 -0.8881 0.0796 0.04 -0.59 0.10 0.08
H -0.7459 2.0799 -1.1085 -0.17 0.07 -0.05 0.09
H -1.3452 0.6737 -1.7678 -0.12 0.08 0.00 0.09
H -0.7448 2.4145 1.4051 -0.09 0.00 -0.05 0.07
H -1.2238 0.9852 2.3311 0.02 0.01 -0.09 0.08
H -2.4694 1.9423 1.5210 0.17 -0.01 -0.14 0.08
H -1.6761 -2.9053 -0.9599 0.14 -0.55 0.17 0.02
H -0.0580 -2.9262 -1.8486 -0.18 0.48 -0.58 0.03

***

21
Properties=species:S:1:pos:R:3:forces:R:3:lowdin_charge:R:1 method="wB97M-V/def2-TZVPD" energy_ev=-11324.986 homo_energy_ev=-8.138 homo_lumo_gap_ev=8.1 molar_mass_g_mol=128.18 max_force_ev_per_a=5.68
C -3.5733 0.3066 0.6691 -2.19 3.10 -3.09 -0.18
C -1.3933 -0.2899 -0.6439 -1.31 0.28 -0.84 -0.26
C 0.8533 0.6296 -0.1036 3.27 -2.70 -1.01 -0.55
C 1.7229 1.9354 0.0328 -2.55 0.46 0.34 -0.09
C 0.7342 -1.8825 0.3168 0.87 1.41 1.42 -0.10
H -3.3177 1.4320 0.6809 0.36 -1.74 1.23 0.05
H -3.8672 -0.2223 1.6775 1.18 0.89 -2.30 0.08
H -4.6821 0.6230 0.0468 2.84 -1.84 1.83 0.12
H -0.8989 -1.0470 -1.3944 -1.92 1.50 0.89 0.08
H 2.9645 1.7635 -0.1324 -4.08 1.44 -0.08 0.09
H 1.3816 2.2686 1.4282 1.30 -0.52 -4.57 0.19
H 0.8448 2.5348 -0.9677 3.38 -0.80 3.50 0.20
H 1.8474 -2.4943 0.5778 -4.10 0.68 -0.17 0.12
H -0.3019 -2.4487 -0.6877 3.80 1.51 3.23 0.19
H -0.0385 -1.2100 1.3858 1.98 -3.02 -2.79 0.17
H 3.0349 0.6416 0.8764 -0.14 -4.90 -2.76 0.14
H 3.5274 -0.9596 -0.6960 -1.81 3.37 4.19 0.21
N -2.7180 -0.3578 -0.4150 3.59 -0.71 1.20 -0.06
N -0.3416 0.6966 -0.3908 -5.35 0.59 0.85 0.06
N 1.5329 -0.6504 -0.1008 -1.64 3.24 -0.26 -0.34
N 2.8757 -0.4136 0.2748 2.50 -2.25 -0.82 -0.13

***

21
Properties=species:S:1:pos:R:3:forces:R:3:lowdin_charge:R:1 method="wB97M-V/def2-TZVPD" energy_ev=-11321.041 homo_energy_ev="-17.002 / -17.002" homo_lumo_gap_ev="7.8 / 7.8" molar_mass_g_mol=128.18 max_force_ev_per_a=6.20 charge=+2
C -0.6383 0.5645 1.2669 1.42 2.10 -0.38 0.08
C -0.1805 1.5407 0.3505 -5.45 -2.83 0.82 -0.36
N -1.0960 1.9755 -0.5810 2.74 0.93 0.03 0.20
N 1.1433 1.6950 0.1082 2.99 -0.26 -1.05 0.16
C 1.8812 0.6622 -0.2828 0.32 -0.51 1.86 0.03
N 1.4711 -0.6227 -0.3096 -2.03 0.94 0.67 0.19
C 0.1174 -1.2393 -0.0752 0.03 -0.04 1.40 -0.20
C -0.8385 -1.3044 -1.2012 -0.35 0.81 1.69 0.04
N -0.0560 -2.0720 0.9686 -0.50 1.80 -4.48 0.26
H 0.0347 0.1889 2.0438 -0.21 0.41 -0.35 0.10
H -1.7052 0.5401 1.5132 0.34 -0.28 -0.42 0.12
H -2.0293 1.8634 -0.3346 -1.89 -0.20 0.55 0.10
H -0.9432 2.8069 -1.1381 0.29 -0.08 -0.06 0.14
H 1.6017 2.6020 0.2389 -0.08 -0.28 -0.19 0.21
H 2.9871 0.8293 -0.3095 -1.03 -0.20 -0.65 0.21
H 2.1219 -1.2799 -0.6376 1.34 -1.01 -0.59 0.16
H -0.7484 -0.5083 -1.8739 0.03 1.29 -0.84 0.09
H -1.8442 -1.4310 -0.8453 -0.75 0.72 0.66 0.12
H -0.8649 -2.1872 -1.7438 1.23 -2.16 -1.19 0.10
H -0.9730 -2.3405 1.1940 -1.50 -0.74 -0.16 0.14
H 0.5592 -2.2833 1.6486 3.07 -0.42 2.68 0.11

***

22
Properties=species:S:1:pos:R:3:forces:R:3:lowdin_charge:R:1 method="wB97M-V/def2-TZVPD" energy_ev=-13382.933 smiles="CN1NN=N[C@H]1C(C)(C)O" homo_energy_ev=-8.345 homo_lumo_gap_ev=9.3 molar_mass_g_mol=144.18 max_force_ev_per_a=5.10
C 0.8767 -2.3226 -0.2298 1.06 -1.28 -1.17 -0.15
N 0.2205 -1.3122 0.4815 -1.04 3.35 -1.53 -0.11
N -0.8901 -1.8391 1.1089 -1.57 2.45 0.05 -0.07
N -2.0515 -1.3029 0.7219 -0.49 0.79 -0.13 0.00
N -1.9464 -0.3679 -0.0897 -0.68 -0.07 -0.37 0.02
C -0.6304 -0.1306 -0.5739 0.31 -1.50 4.86 -0.14
C -0.0768 1.2645 -0.3676 -0.40 0.51 1.69 -0.64
C 1.3764 1.2209 -0.7224 3.04 1.45 -0.79 -0.04
C -0.4061 1.6928 1.0984 -0.11 -1.01 1.28 -0.04
O -0.6755 2.1834 -1.2658 -0.95 0.88 0.15 -0.03
H 1.2946 -2.9379 0.5607 0.41 -0.67 -0.28 0.08
H 0.2191 -2.9326 -0.8812 0.17 0.12 0.15 0.09
H 1.7087 -1.9341 -0.8434 -0.37 -0.06 0.36 0.08
H -1.1145 -2.7318 1.4159 0.92 -2.20 0.53 0.11
H -0.5546 -0.4297 -1.5368 0.45 -1.05 -3.28 0.10
H 1.9120 0.2216 -0.5364 -0.84 1.69 -0.03 0.08
H 1.9430 2.1128 -0.1788 -1.00 -2.03 -0.98 0.12
H 1.4887 1.4979 -1.8507 -0.28 -0.75 1.91 0.12
H -1.5291 2.0292 1.1889 2.24 -0.54 -0.16 0.11
H -0.2957 0.7161 1.7312 -0.20 1.96 -0.82 0.10
H 0.3393 2.4543 1.5307 -1.32 -0.95 -0.83 0.10
H -1.2081 2.8480 -0.7615 0.64 -1.10 -0.63 0.11

***

23
Properties=species:S:1:pos:R:3:forces:R:3:lowdin_charge:R:1 method="wB97M-V/def2-TZVPD" energy_ev=-15432.473 homo_energy_ev=-9.617 homo_lumo_gap_ev=10.1 molar_mass_g_mol=160.18 max_force_ev_per_a=2.32
H -3.7048 1.9301 -1.1780 -0.05 0.36 0.08 0.04
N -3.3218 1.0025 -1.0523 0.83 -0.78 1.09 0.14
C -2.6219 0.8895 0.0280 -0.58 -0.12 -1.64 -0.43
N -2.3953 1.8738 0.9623 1.17 1.98 -0.30 0.11
C -2.0783 -0.4991 0.3704 -0.38 -0.69 -0.12 -0.40
C -1.9863 -1.5960 -0.6642 -0.17 0.28 -0.68 -0.02
O -1.8356 -0.7811 1.5144 0.30 0.56 0.63 0.08
H -2.4515 2.8309 0.5417 -0.41 -1.24 0.47 0.12
H -1.4607 1.8581 1.3866 -0.66 -0.62 0.14 0.10
H -0.9289 -1.8642 -0.8286 -0.38 0.28 0.10 0.07
H -2.4807 -2.4638 -0.2281 0.05 -0.01 -0.01 0.08
H -2.4822 -1.3382 -1.6096 0.29 -0.02 0.30 0.07
N 1.2606 -0.6991 0.6077 0.11 -0.18 -0.17 0.02
C 2.4277 -0.9096 -0.2526 -0.58 -0.18 -0.94 -0.27
C 3.6327 -0.1295 0.1283 0.80 0.59 0.67 -0.17
N 3.7242 1.1454 0.2206 0.35 -0.90 -0.21 0.00
O 2.6082 1.8219 -0.2505 -0.02 0.23 0.23 -0.07
H 1.3009 -1.2747 1.4378 0.02 -0.02 0.02 0.08
H 1.2500 0.2623 0.9097 -0.13 0.20 0.18 0.06
H 2.6900 -1.9757 -0.2863 -0.20 0.34 -0.04 0.12
H 2.1353 -0.6250 -1.2919 0.12 -0.37 0.37 0.11
H 4.5227 -0.6839 0.4168 0.01 0.28 0.15 0.11
H 2.1957 1.2254 -0.8821 -0.48 0.03 -0.32 0.06

***

23
Properties=species:S:1:pos:R:3:forces:R:3:lowdin_charge:R:1 method="wB97M-V/def2-TZVPD" energy_ev=-14868.402 smiles="NC1=C([C@H](O)NC=[NH2+])NCN1" homo_energy_ev=-10.085 homo_lumo_gap_ev=6.6 molar_mass_g_mol=158.19 max_force_ev_per_a=6.71 charge=+1
N 1.5065 0.8599 -1.6044 -3.21 0.70 -3.03 0.10
C 1.4981 0.4737 -0.2949 0.70 -0.22 0.76 -0.43
C 0.8306 -0.4595 0.3582 -5.01 -3.51 -2.77 -0.14
C -0.6485 -1.3304 -0.4018 4.44 0.42 2.97 -0.22
O -0.4510 -1.3670 -1.7785 -2.89 0.09 1.20 0.00
N -1.7594 -0.4801 0.0505 0.27 -1.16 0.24 0.10
C -2.6250 0.0537 -0.7721 0.88 0.01 0.72 -0.11
N -3.5831 0.8569 -0.2893 -0.30 0.02 -2.85 0.16
N 1.0344 -0.5156 1.7442 -0.93 -0.15 -0.44 0.00
C 2.1919 0.3311 1.9076 2.83 -0.55 2.21 -0.21
N 2.3850 0.9959 0.6312 3.63 1.81 -1.09 0.02
H 2.0127 1.6928 -1.9247 -0.17 -0.55 0.86 0.11
H 0.4953 0.8896 -2.0861 3.18 -0.16 1.58 0.16
H -0.6736 -2.3895 0.1276 -0.33 2.14 -1.22 0.18
H 0.4708 -1.3338 -1.9133 1.96 0.04 -0.39 0.07
H -1.7259 -0.4042 1.1152 -0.45 0.32 -1.97 0.21
H -2.4276 -0.1602 -1.8516 -0.43 0.52 0.97 0.18
H -4.2415 1.2556 -0.9836 0.59 -0.44 0.94 0.15
H -3.9602 0.5863 0.5792 -0.54 0.17 1.23 0.11
H 1.0766 -1.4479 2.1160 0.49 -0.24 0.07 0.12
H 1.9936 1.0118 2.7330 0.07 0.51 -0.20 0.10
H 3.1770 -0.2254 2.2772 -1.89 0.68 -1.03 0.16
H 3.4231 1.1061 0.2604 -2.89 -0.44 1.24 0.20

***

19
Properties=species:S:1:pos:R:3:forces:R:3:lowdin_charge:R:1 method="wB97M-V/def2-TZVPD" energy_ev=-8912.316 homo_energy_ev=-1.599 homo_lumo_gap_ev=5.6 molar_mass_g_mol=102.16 max_force_ev_per_a=3.69 charge=-1
C 2.5801 1.3375 1.3012 -0.65 0.23 -1.29 -0.16
C 1.3100 0.6719 0.7098 0.84 -2.34 1.63 -0.47
N 1.5878 -0.6124 0.0707 0.06 0.87 -1.09 -0.19
C -0.7049 -0.6336 -0.8694 -2.47 -1.41 2.00 -0.10
C 0.3851 -1.3811 -0.1411 1.81 -0.55 -0.09 -0.43
C -2.0402 -0.8109 -0.2521 -2.25 -1.47 -0.01 -0.38
O -3.1239 -0.1865 -0.2955 0.85 -0.53 -1.13 -0.09
H 2.3104 2.3551 1.5934 0.07 0.06 0.42 0.04
H 2.9975 0.7776 2.1316 0.09 -0.08 -0.01 0.04
H 3.3147 1.4655 0.4958 0.14 -0.28 0.16 0.05
H 0.7193 1.4640 0.2231 -0.19 -0.07 -0.39 0.07
H 0.7771 0.2815 1.6007 -0.83 1.12 0.49 0.08
H -1.2180 5.2452 -4.6002 0.17 0.26 -0.74 0.00
H -0.5873 -0.5278 -1.9373 -0.05 1.42 0.13 0.12
H -1.1314 0.1009 -0.0187 2.86 2.13 -0.96 0.14
H -1.3765 5.0165 -3.9350 -0.17 -0.26 0.74 0.00
H -0.0032 -1.9391 0.7634 -0.41 0.85 0.22 0.09
H -1.9480 -1.5470 0.5564 0.04 -0.10 0.40 0.11
H 0.6674 -2.2721 -0.7190 0.09 0.15 -0.49 0.08